# 1
{
  "formula": "C2H4F3N",
  "method": "wB97M-V/def2-TZVPD",
  "gap_ev": 10.933,
  "de_lowest_kcal_mol": 2.6,
  "e_tot_ha": -432.971561,
  "symbols": ["C", "C", "H", "H", "H", "H", "N", "F", "F", "F"],
  "positions_angstrom": [[0.878417, 0.788876, -0.094366], [-0.467032, -0.014187, 0.007708], [2.323673, -0.387605, 0.869316], [2.167516, -0.801199, -0.646262], [0.994496, 1.409185, 0.781686], [0.915935, 1.277597, -1.106138], [2.109414, -0.014670, -0.030192], [-0.543975, -0.943752, -0.943539], [-0.575855, -0.578473, 1.195058], [-1.506372, 0.850735, -0.158997]],
  "forces_ev_per_angstrom": [[0.679, -1.610, -1.013], [1.447, 2.128, -0.555], [-0.135, 0.067, 0.810], [-0.295, -0.158, -0.687], [-0.653, 0.839, -0.213], [-0.424, 0.075, 1.284], [-0.252, 0.134, -0.259], [-0.214, -0.326, -0.037], [-0.369, -0.592, 0.565], [0.216, -0.556, 0.106]],
  "lowdin_charge": [-0.141, -0.638, 0.058, 0.062, 0.118, 0.138, 0.005, 0.140, 0.151, 0.107]
}

***

# 2
{
  "formula": "C23H29NO3",
  "method": "wB97M-V/def2-TZVPD",
  "gap_ev": 9.513,
  "de_lowest_kcal_mol": 2.9,
  "e_tot_ha": -1174.371770,
  "symbols": ["C", "H", "H", "H", "C", "C", "C", "C", "C", "C", "C", "H", "H", "C", "N", "C", "O", "C", "H", "H", "C", "H", "H", "C", "C", "C", "C", "C", "C", "C", "H", "H", "H", "H", "H", "H", "H", "H", "H", "C", "H", "C", "O", "O", "H", "H", "H", "H", "C", "H", "H", "H", "C", "H", "H", "H"],
  "positions_angstrom": [[-3.154882, 1.500334, -5.251155], [-2.942991, 0.454357, -5.462847], [-3.842615, 1.873427, -6.007148], [-2.226356, 2.058823, -5.331069], [-3.776754, 1.642053, -3.854634], [-2.806862, 1.087843, -2.822886], [-1.539798, 1.652641, -2.699097], [-0.624914, 1.177428, -1.780512], [-0.945287, 0.116404, -0.942815], [-2.204995, -0.448405, -1.055721], [-3.117804, 0.027185, -1.981485], [-4.082563, -0.449697, -2.033139], [-2.471248, -1.277618, -0.418567], [0.051198, -0.417172, 0.058625], [0.479668, 0.621211, 0.974124], [0.237946, 0.570448, 2.304263], [-0.288149, -0.379786, 2.840524], [0.640153, 1.830490, 3.059324], [-0.258761, 2.450648, 3.116626], [1.401933, 2.384714, 2.509041], [1.121710, 1.499603, 4.471822], [0.521819, 0.666027, 4.840695], [0.962387, 2.355992, 5.130085], [2.608113, 1.125756, 4.503130], [2.925406, -0.032977, 3.600901], [3.670618, 0.147746, 2.443754], [3.967347, -0.922497, 1.617282], [3.507824, -2.189977, 1.933695], [2.756003, -2.379184, 3.081712], [2.473891, -1.310344, 3.910816], [1.891825, -1.466018, 4.806413], [2.391543, -3.364409, 3.331107], [3.738021, -3.027473, 1.290322], [4.558935, -0.766929, 0.725646], [4.035087, 1.134334, 2.190062], [3.202878, 1.993661, 4.206790], [2.878804, 0.868776, 5.530431], [0.880416, 1.452167, 0.570155], [-0.422502, -1.187480, 0.675749], [1.264540, -1.032584, -0.653109], [1.759779, -0.310197, -1.303212], [0.876750, -2.231681, -1.475854], [-0.077495, -2.936746, -1.301200], [1.760484, -2.451305, -2.462004], [1.510729, -3.240164, -2.968854], [1.985925, -1.364980, 0.099506], [0.350321, 1.642682, -1.723806], [-1.251001, 2.479076, -3.331412], [-4.040466, 3.123489, -3.549901], [-3.126801, 3.708993, -3.603109], [-4.457965, 3.232650, -2.551109], [-4.748888, 3.532837, -4.267011], [-5.120563, 0.908707, -3.854244], [-5.615403, 0.999472, -2.890195], [-4.991449, -0.144562, -4.091664], [-5.771915, 1.345632, -4.608640]],
  "forces_ev_per_angstrom": [[-0.088, 0.017, 0.156], [0.036, -0.101, -0.060], [-0.073, 0.055, -0.109], [0.117, 0.056, -0.036], [-0.127, 0.073, -0.139], [-0.053, -0.076, 0.044], [0.066, 0.043, 0.002], [-0.034, -0.061, 0.020], [-0.176, -0.096, 0.101], [0.171, 0.022, 0.051], [-0.048, 0.074, -0.067], [-0.136, -0.030, -0.039], [-0.014, -0.115, 0.077], [0.024, -0.281, -0.090], [0.120, -0.012, -0.447], [0.155, 0.489, -0.131], [-0.242, -0.263, 0.252], [-0.148, -0.228, 0.358], [0.026, 0.011, -0.079], [-0.003, 0.073, -0.063], [0.119, 0.127, -0.084], [-0.033, 0.068, 0.057], [-0.044, -0.041, 0.009], [-0.227, -0.003, 0.105], [0.201, 0.037, 0.079], [0.019, 0.006, 0.010], [0.103, -0.074, -0.063], [0.111, -0.026, -0.067], [-0.033, -0.072, 0.045], [0.081, -0.002, -0.030], [-0.109, -0.010, 0.100], [-0.037, -0.086, 0.029], [0.015, -0.064, -0.046], [0.036, 0.006, -0.065], [0.031, 0.102, 0.012], [0.037, -0.018, 0.042], [0.072, 0.063, -0.011], [-0.010, 0.014, 0.195], [0.080, 0.149, -0.153], [-0.233, -0.056, 0.196], [0.048, 0.026, 0.041], [-0.057, -0.016, -0.032], [-0.200, -0.095, 0.159], [0.528, 0.045, -0.389], [-0.189, 0.081, 0.254], [-0.049, 0.041, -0.136], [0.128, 0.061, -0.018], [0.004, 0.091, -0.082], [0.018, -0.175, -0.042], [0.096, 0.094, 0.004], [-0.047, 0.051, 0.100], [-0.081, 0.071, -0.092], [0.241, 0.103, 0.027], [-0.094, -0.044, 0.105], [-0.041, -0.143, 0.001], [-0.053, 0.040, -0.065]],
  "lowdin_charge": [-0.045, 0.090, 0.083, 0.075, -0.562, -0.180, -0.029, -0.025, -0.179, -0.007, -0.010, 0.102, 0.121, -0.249, 0.121, -0.492, 0.070, -0.100, 0.125, 0.113, -0.185, 0.108, 0.110, -0.154, -0.246, -0.050, -0.106, -0.110, -0.069, -0.039, 0.121, 0.106, 0.105, 0.106, 0.110, 0.112, 0.118, 0.138, 0.149, -0.031, 0.128, -0.517, 0.124, 0.107, 0.130, 0.103, 0.110, 0.107, -0.045, 0.075, 0.090, 0.083, -0.068, 0.085, 0.085, 0.084]
}

***

# 3
{
  "formula": "C24H53NOP3S2",
  "method": "wB97M-V/def2-TZVPD",
  "gap_ev": 8.837,
  "de_lowest_kcal_mol": 2.0,
  "total_charge": 1,
  "e_tot_ha": -2896.422596,
  "symbols": ["C", "C", "C", "C", "C", "C", "C", "C", "C", "C", "C", "C", "C", "C", "C", "C", "P", "S", "C", "P", "S", "N", "C", "C", "C", "C", "C", "C", "C", "P", "O", "H", "H", "H", "H", "H", "H", "H", "H", "H", "H", "H", "H", "H", "H", "H", "H", "H", "H", "H", "H", "H", "H", "H", "H", "H", "H", "H", "H", "H", "H", "H", "H", "H", "H", "H", "H", "H", "H", "H", "H", "H", "H", "H", "H", "H", "H", "H", "H", "H", "H", "H", "H", "H"],
  "positions_angstrom": [[2.795957, 0.173765, 2.575096], [4.033016, -0.579731, 3.095737], [4.780213, -1.337068, 1.996234], [5.690884, -0.445633, 1.153652], [6.523904, -1.239712, 0.143582], [5.754087, -1.692300, -1.102795], [5.487764, -0.610006, -2.166828], [4.154755, 0.127176, -2.000230], [3.604959, 0.791857, -3.275327], [2.075425, 0.773849, -3.393577], [1.381208, 1.934047, -2.668878], [1.325880, 1.776351, -1.140766], [0.020970, 1.190834, -0.615075], [-1.177543, 2.144513, -0.780772], [-1.994974, 2.274533, 0.508412], [-3.370612, 2.999821, 0.449843], [-4.079216, 3.353118, -1.222232], [-3.096447, 4.444996, -2.460312], [-4.353976, 2.095520, 1.236064], [-4.881989, 2.921883, 2.806485], [-6.178115, 4.280242, 2.429249], [-3.737812, 0.727378, 1.295857], [-4.344653, -0.219100, 0.253061], [-3.436655, -1.339067, -0.214711], [-4.229870, -2.305161, -1.121851], [-4.406344, -3.703949, -0.513349], [-3.248735, -4.671157, -0.825597], [-2.305807, -4.903260, 0.353111], [-2.248324, 0.940367, 1.218535], [-1.527849, 0.856284, 2.926377], [-1.185449, -0.521041, 3.312511], [2.759190, 0.166087, 1.483446], [1.876609, -0.289790, 2.945015], [2.785547, 1.219389, 2.892487], [3.715691, -1.297518, 3.853983], [4.711840, 0.110218, 3.600881], [5.374538, -2.138446, 2.442120], [4.027970, -1.818617, 1.360390], [5.083744, 0.309695, 0.648588], [6.352336, 0.100329, 1.832635], [7.415871, -0.680674, -0.149592], [6.888123, -2.135167, 0.657359], [6.308860, -2.506764, -1.572206], [4.801468, -2.127508, -0.779660], [6.296912, 0.125657, -2.110756], [5.514592, -1.074415, -3.154340], [3.404711, -0.590876, -1.644672], [4.258411, 0.878660, -1.215332], [4.044395, 0.289046, -4.140062], [3.936935, 1.833460, -3.324350], [1.691816, -0.188195, -3.031677], [1.800803, 0.832607, -4.448556], [0.369524, 2.069851, -3.064641], [1.918910, 2.856232, -2.903181], [2.131257, 1.120707, -0.820803], [1.510028, 2.732860, -0.642383], [-0.186194, 0.240551, -1.119504], [0.178079, 0.938667, 0.442043], [-1.805714, 1.847913, -1.625306], [-0.803956, 3.136435, -1.034513], [-1.381306, 2.885837, 1.179965], [-3.349510, 3.981694, 0.926487], [-4.443898, 2.067375, -1.664141], [-5.310446, 3.888253, -0.807454], [-5.308068, 2.045909, 0.700692], [-3.669719, 3.374440, 3.354173], [-5.259602, 1.845325, 3.633587], [-3.932014, 0.287603, 2.199486], [-5.228497, -0.635424, 0.738521], [-4.688618, 0.379149, -0.586823], [-2.605737, -0.911726, -0.778543], [-2.995598, -1.873809, 0.632299], [-5.206426, -1.878985, -1.368951], [-3.684298, -2.400006, -2.060313], [-4.489176, -3.600611, 0.574840], [-5.351857, -4.122249, -0.857902], [-3.667379, -5.633970, -1.119674], [-2.677094, -4.308263, -1.683452], [-1.656101, -4.042584, 0.533492], [-2.865339, -5.104361, 1.268251], [-1.650187, -5.752669, 0.165829], [-1.734707, 0.083232, 0.790937], [-0.482402, 1.791321, 2.880899], [-2.548967, 1.434770, 3.718878]],
  "forces_ev_per_angstrom": [[-0.069, 0.106, 0.120], [-0.111, -0.109, -0.005], [-0.126, 0.094, 0.030], [-0.017, -0.037, 0.078], [-0.163, -0.106, 0.011], [0.006, 0.024, 0.025], [-0.011, 0.143, 0.374], [-0.175, -0.062, 0.010], [0.114, -0.035, 0.156], [-0.092, 0.171, -0.087], [0.051, 0.019, 0.152], [0.098, -0.074, -0.026], [-0.018, -0.016, 0.007], [0.040, -0.077, -0.039], [0.089, 0.499, 0.195], [-0.204, -0.665, -0.066], [0.253, 0.638, -0.337], [-0.037, -0.089, 0.148], [-0.223, 0.511, -0.259], [-0.240, 0.395, -0.052], [0.029, -0.064, -0.008], [0.226, -0.291, -0.148], [-0.115, -0.358, 0.098], [0.215, 0.173, -0.113], [0.124, -0.126, 0.116], [0.069, 0.165, -0.005], [-0.070, -0.131, 0.206], [0.138, 0.099, -0.066], [0.325, 0.299, 0.592], [0.042, -0.474, 0.001], [-0.104, -0.061, 0.011], [0.014, 0.013, -0.050], [0.015, 0.015, -0.098], [0.009, -0.026, -0.009], [-0.002, 0.036, 0.033], [0.058, -0.002, -0.045], [0.051, 0.018, -0.010], [0.106, -0.103, -0.017], [0.052, 0.076, -0.039], [0.039, -0.029, -0.011], [-0.060, 0.072, -0.073], [0.070, 0.028, -0.006], [0.045, 0.011, 0.010], [0.009, -0.045, -0.101], [0.069, -0.088, -0.273], [0.018, 0.053, -0.032], [0.066, -0.034, 0.003], [-0.054, -0.033, 0.077], [-0.092, -0.033, -0.021], [0.089, -0.049, -0.103], [-0.020, 0.028, -0.014], [0.027, -0.008, -0.030], [-0.004, -0.002, 0.008], [-0.023, -0.030, -0.093], [0.118, -0.012, 0.042], [-0.097, 0.031, -0.020], [0.039, -0.009, 0.026], [0.017, 0.052, -0.014], [0.008, -0.075, 0.059], [-0.107, 0.027, -0.068], [0.064, -0.073, -0.036], [0.206, 0.059, -0.073], [-0.066, -0.052, 0.030], [-0.134, -0.205, 0.076], [-0.029, -0.365, 0.139], [0.063, -0.202, 0.114], [0.149, -0.085, 0.059], [-0.148, 0.020, -0.073], [-0.055, 0.069, 0.015], [0.149, 0.077, 0.046], [0.023, 0.024, -0.024], [-0.102, -0.001, 0.017], [0.035, 0.054, 0.023], [-0.147, 0.023, -0.102], [-0.164, -0.067, -0.032], [0.034, -0.023, -0.050], [-0.005, 0.003, -0.040], [-0.054, -0.043, -0.040], [-0.068, 0.038, 0.060], [0.025, -0.041, -0.013], [0.009, -0.018, 0.014], [-0.351, -0.017, -0.387], [-0.075, 0.130, 0.036], [0.139, 0.250, -0.007]],
  "lowdin_charge": [-0.108, -0.250, -0.229, -0.210, -0.206, -0.205, -0.194, -0.227, -0.194, -0.207, -0.189, -0.195, -0.192, -0.191, -0.289, -0.421, 0.354, 0.228, -0.476, 0.328, 0.247, -0.060, -0.089, -0.169, -0.182, -0.204, -0.249, -0.110, -0.321, 0.755, -0.382, 0.050, 0.056, 0.067, 0.101, 0.103, 0.113, 0.107, 0.092, 0.114, 0.109, 0.108, 0.106, 0.099, 0.117, 0.105, 0.104, 0.093, 0.106, 0.114, 0.109, 0.108, 0.107, 0.113, 0.077, 0.121, 0.121, 0.093, 0.090, 0.101, 0.129, 0.102, -0.014, -0.007, 0.091, -0.011, -0.004, 0.152, 0.150, 0.101, 0.109, 0.121, 0.112, 0.112, 0.106, 0.110, 0.106, 0.104, 0.065, 0.075, 0.073, 0.098, 0.045, 0.006]
}

***

# 4
{
  "formula": "C16H31EuNP2S",
  "method": "wB97M-V/def2-TZVPD",
  "spin_multiplicity": 8,
  "s2": 15.76,
  "gap_ev": [5.684, 5.710],
  "de_lowest_kcal_mol": 40.0,
  "e_tot_ha": -2474.052552,
  "symbols": ["P", "P", "C", "C", "H", "H", "H", "H", "C", "H", "H", "H", "C", "H", "H", "H", "C", "H", "H", "H", "C", "H", "H", "H", "Eu", "C", "C", "C", "C", "C", "C", "C", "C", "C", "H", "H", "H", "H", "H", "H", "H", "H", "H", "H", "H", "H", "H", "H", "H", "S", "C", "N"],
  "positions_angstrom": [[0.190866, -1.400860, -2.742791], [0.013873, 1.801128, -2.631093], [-0.207087, -0.472612, -4.310637], [0.287866, 0.978144, -4.282414], [-1.299612, -0.508790, -4.428641], [0.242654, -1.020154, -5.149985], [1.368112, 1.025232, -4.482008], [-0.224192, 1.578420, -5.046673], [-1.582396, 2.655819, -2.981582], [-1.793531, 3.349301, -2.154135], [-2.391355, 1.913280, -3.027750], [-1.535739, 3.214885, -3.928203], [1.155578, 3.228497, -2.840841], [0.972152, 3.757872, -3.789697], [2.191496, 2.857072, -2.816841], [1.010487, 3.919659, -1.996187], [-0.960554, -2.818843, -2.961910], [-0.751061, -3.563134, -2.178054], [-0.848062, -3.282783, -3.955099], [-1.992209, -2.456411, -2.835036], [1.757162, -2.219710, -3.268970], [2.558997, -1.470290, -3.325424], [1.640858, -2.715254, -4.244485], [2.031043, -2.964661, -2.507348], [0.027648, 0.043709, 4.158638], [0.645896, 1.765874, 2.186138], [-0.693927, 1.688658, 2.104168], [-1.461346, 0.797231, 1.193506], [-1.836325, -0.714608, 1.589769], [-0.814084, -1.583989, 2.238012], [0.526491, -1.507024, 2.014624], [1.186695, -0.602678, 1.031935], [1.604634, 0.887659, 1.451020], [0.143800, -1.956388, 5.502361], [1.129943, 2.398612, 2.981528], [-1.327861, 2.220718, 2.859999], [-0.977130, 0.729614, 0.199002], [-2.454566, 1.270641, 1.014927], [-2.741287, -0.700036, 2.224548], [-2.201470, -1.199464, 0.655409], [-1.207814, -2.298111, 2.997567], [1.210497, -2.118414, 2.642480], [0.596069, -0.516108, 0.100985], [2.136195, -1.099513, 0.723842], [2.562477, 0.811772, 1.999277], [1.896808, 1.382386, 0.497138], [0.908549, -1.711839, 6.229379], [0.332917, -2.648615, 4.681639], [-0.878648, -1.885522, 5.862543], [-0.019414, -0.011584, 8.989979], [-0.053006, 0.423596, 7.458371], [-0.077089, 0.747623, 6.297032]],
  "forces_ev_per_angstrom": [[-0.072, -0.346, -0.154], [0.040, 0.338, -0.075], [0.024, -0.124, 0.160], [-0.012, 0.108, 0.181], [0.211, 0.053, 0.010], [-0.244, 0.103, 0.033], [-0.214, -0.055, 0.027], [0.245, -0.101, 0.011], [-0.049, 0.014, 0.074], [-0.034, -0.180, -0.268], [0.144, 0.247, -0.010], [-0.091, -0.117, 0.250], [0.034, 0.123, -0.044], [0.142, -0.077, 0.294], [-0.285, 0.207, -0.015], [0.109, -0.149, -0.314], [-0.037, -0.119, -0.047], [-0.134, 0.171, -0.296], [-0.122, 0.056, 0.310], [0.282, -0.207, -0.053], [0.062, -0.013, 0.083], [-0.141, -0.248, -0.018], [0.105, 0.101, 0.250], [0.016, 0.194, -0.261], [0.226, 0.494, 1.590], [-0.271, 0.391, 0.623], [0.029, 0.355, 0.899], [-1.079, -0.978, -1.488], [-0.813, 0.853, -0.411], [1.314, -0.771, -0.172], [-1.035, -0.592, 0.655], [0.663, 0.869, -1.182], [0.911, -0.919, -0.993], [0.108, 0.065, -1.154], [-0.711, -0.306, -0.939], [0.731, -0.042, -0.766], [-0.172, 0.275, 0.550], [0.662, -0.242, 0.022], [0.376, 0.075, -0.073], [0.290, 0.336, 0.408], [0.515, 0.452, -0.597], [-0.634, 0.212, -0.435], [0.220, -0.192, 0.487], [-0.557, 0.433, 0.157], [-0.452, 0.164, 0.040], [-0.175, -0.265, 0.441], [0.056, -0.641, 0.087], [0.094, -0.796, 0.719], [-0.075, -0.482, 0.242], [0.018, -0.107, 0.330], [-0.105, 0.934, -2.393], [-0.115, 0.444, 3.226]],
  "lowdin_charge": [0.801, 0.794, -0.448, -0.448, 0.074, 0.075, 0.074, 0.075, -0.315, 0.034, 0.033, 0.038, -0.328, 0.042, 0.032, 0.034, -0.325, 0.035, 0.042, 0.032, -0.313, 0.033, 0.039, 0.035, 1.520, -0.227, -0.215, -0.187, -0.177, -0.224, -0.206, -0.193, -0.184, -0.372, 0.120, 0.119, 0.071, 0.118, 0.109, 0.124, 0.111, 0.109, 0.048, 0.120, 0.109, 0.116, -0.070, -0.091, -0.062, 0.533, -1.045, -0.216]
}